Formula: C23H26N4O
Source: the OMol25 dataset
Level of theory: the ωB97M-V functional and the def2-TZVPD basis

Last column: Mulliken charge in e.
Cartesian coordinates (Å):
1 N 2.4232 -5.4021 -1.4011  -0.555
2 C 1.5589 -4.3947 -1.5131  -0.326
3 C 1.8789 -3.0808 -1.1656  -0.061
4 C 3.1051 -2.8130 -0.6565  -0.462
5 C 4.0578 -3.8285 -0.5462  -0.350
6 C 3.6382 -5.0972 -0.9138  -0.230
7 H 0.5762 -4.6400 -1.8941  0.432
8 H 1.1454 -2.3108 -1.3742  0.434
9 H 3.3293 -1.8114 -0.3007  0.403
10 H 5.0673 -3.6671 -0.2010  0.386
11 H 4.3303 -5.9141 -0.7419  0.334
12 N 0.6637 5.0072 0.8070  -0.579
13 C -0.6511 4.9242 0.9259  -0.165
14 C -1.5279 4.8055 -0.1601  -0.360
15 C -0.9341 4.8135 -1.4119  -0.203
16 C 0.4284 4.8507 -1.5519  -0.367
17 C 1.2145 4.9748 -0.4097  -0.284
18 H -1.1145 4.9745 1.9064  0.382
19 H -2.5869 4.7377 0.0380  0.440
20 H -1.6005 4.6949 -2.2615  0.361
21 H 0.8951 4.8103 -2.5278  0.380
22 H 2.2757 5.1778 -0.4405  0.398
23 N -1.8698 -1.7728 -4.9667  -0.566
24 C -1.5221 -1.6596 -3.6804  -0.287
25 C -1.9921 -2.5090 -2.6937  -0.017
26 C -2.8316 -3.5443 -3.0192  -0.643
27 C -3.2688 -3.6201 -4.3424  -0.236
28 C -2.7331 -2.7408 -5.2759  -0.258
29 H -0.8850 -0.7999 -3.5167  0.487
30 H -1.7405 -2.3486 -1.6518  0.403
31 H -3.1953 -4.2536 -2.2880  0.407
32 H -3.9882 -4.3275 -4.7351  0.363
33 H -3.1107 -2.8433 -6.2876  0.314
34 N 2.5447 1.0523 4.2557  -0.573
35 C 1.5082 0.2302 4.1001  -0.333
36 C 0.2054 0.6377 4.3264  -0.273
37 C -0.0232 1.9300 4.8008  -0.305
38 C 1.0496 2.7901 4.9732  -0.402
39 C 2.3092 2.3048 4.6309  -0.238
40 H 1.7450 -0.7937 3.8376  0.413
41 H -0.6195 -0.0541 4.2251  0.534
42 H -1.0302 2.2399 5.0475  0.411
43 H 0.9499 3.8078 5.3203  0.375
44 H 3.2196 2.8807 4.7491  0.372
45 C -1.6459 -0.8794 1.2609  -0.779
46 C -0.9782 0.0240 0.2616  0.851
47 O -0.3135 -0.3840 -0.6550  -0.492
48 C -1.1462 1.5017 0.5411  -0.952
49 H -1.1902 -0.6657 2.2339  -0.096
50 H -1.3954 -1.9272 1.0984  0.337
51 H -2.7016 -0.6551 1.4022  0.361
52 H -2.0991 1.8579 0.1502  0.348
53 H -0.3268 2.0457 0.0738  0.211
54 H -1.0979 1.6647 1.6182  0.254

Computed properties:
Kohn-Sham gap (eV): 9.9
Structure (SMILES): c1ccncc1.c1ccncc1.c1ccncc1.c1ccncc1.CC(C)=O

---

Formula: C23H26N4O
Source: the OMol25 dataset
Level of theory: the ωB97M-V functional and the def2-TZVPD basis

Last column: Mulliken charge in e.
Cartesian coordinates (Å):
1 C -0.5326 -3.1568 -6.4332  -1.448
2 C -0.5440 -3.1085 -4.9357  1.206
3 C -1.1032 -4.1514 -4.2117  -0.852
4 C -1.1168 -4.1338 -2.8282  -0.951
5 C -0.5740 -3.0588 -2.1539  -0.271
6 C -0.0263 -2.0003 -2.8699  -0.436
7 C 0.0077 -2.0121 -4.2640  0.748
8 C 0.6084 -0.8803 -5.0383  -1.575
9 H -0.1499 -0.3971 -5.6550  0.371
10 H 1.3898 -1.2503 -5.6998  0.353
11 H 1.0496 -0.1433 -4.3756  0.367
12 N 0.4970 -0.9138 -2.1358  0.893
13 C -0.1725 -0.1377 -1.2560  0.423
14 C 0.7518 0.7307 -0.7113  0.284
15 C 1.9668 0.3886 -1.3226  -1.130
16 N 1.7969 -0.5961 -2.1810  -1.134
17 H 2.9393 0.8158 -1.1750  0.556
18 C 0.4207 1.7587 0.3163  -0.231
19 N 1.0191 1.4213 1.6094  0.057
20 C 1.1262 0.1895 2.1537  0.351
21 O 0.6997 -0.8289 1.6541  -0.594
22 C 1.8355 0.1842 3.5052  -0.930
23 H 2.3390 -0.7773 3.6102  0.402
24 H 2.5781 0.9825 3.5564  0.380
25 C 0.8106 0.3377 4.6430  -1.077
26 C 0.1258 1.6684 4.5685  0.444
27 C 0.7450 2.8283 5.0234  -0.193
28 C 0.1002 4.0452 4.8791  -0.438
29 C -1.1469 4.0590 4.2723  -0.402
30 N -1.7504 2.9652 3.8405  -0.668
31 C -1.1330 1.8071 3.9912  -0.076
32 H -1.6694 0.9409 3.6255  0.433
33 H -1.6903 4.9829 4.1251  0.380
34 H 0.5543 4.9603 5.2271  0.410
35 H 1.7206 2.7753 5.4882  0.424
36 H 0.0759 -0.4651 4.5623  0.358
37 H 1.3293 0.2403 5.5998  0.443
38 H 1.3291 2.2039 2.1625  0.377
39 H 0.8693 2.7212 0.0352  0.539
40 C -1.1080 1.9260 0.3968  -1.044
41 H -1.3645 2.4677 1.3091  0.337
42 H -1.4287 2.5289 -0.4565  0.470
43 C -1.8403 0.5840 0.3656  -0.719
44 H -2.9054 0.7458 0.5392  0.442
45 C -1.6302 -0.1248 -0.9749  -0.679
46 H -2.0400 -1.1350 -0.9446  0.480
47 H -2.1487 0.4187 -1.7741  0.239
48 H -1.4519 -0.0554 1.1572  0.256
49 H -0.5495 -3.0325 -1.0750  0.669
50 H -1.5428 -4.9596 -2.2786  0.393
51 H -1.5278 -4.9935 -4.7392  0.344
52 H 0.4901 -3.1415 -6.8085  0.316
53 H -1.0505 -2.2941 -6.8506  0.314
54 H -1.0186 -4.0601 -6.7925  0.390

Computed properties:
Kohn-Sham gap (eV): 9.0
Structure (SMILES): Cc1cccc(-n2ncc3c2CCC[C@H]3NC(=O)CCc2cccnc2)c1C

---

Formula: C23H26N4O5S
Source: the OMol25 dataset
Level of theory: the ωB97M-V functional and the def2-TZVPD basis

Last column: Mulliken charge in e.
Cartesian coordinates (Å):
1 C 5.2272 -0.9804 -0.6559  -1.100
2 C 3.9740 -1.7991 -0.4007  -0.326
3 H 4.0729 -2.8124 -0.8073  0.329
4 H 3.7543 -1.8803 0.6695  0.346
5 O 2.8760 -1.1583 -1.0467  -0.271
6 C 1.6519 -1.3428 -0.5158  0.252
7 O 1.4645 -2.0777 0.4287  -0.695
8 C 0.6369 -0.5891 -1.2601  1.486
9 C -0.7044 -0.7790 -1.0718  -0.549
10 N -1.6371 -0.2283 -1.9082  0.211
11 C -1.5408 -0.2481 -3.3205  1.057
12 C -2.6567 -0.6390 -4.0439  -0.756
13 C -2.6176 -0.7206 -5.4270  -0.703
14 C -1.4486 -0.4153 -6.0988  -0.593
15 C -0.3395 0.0082 -5.3894  -0.618
16 C -0.3650 0.1038 -4.0005  -0.016
17 N 0.7223 0.6902 -3.3853  -0.710
18 C 1.1222 0.4458 -2.2051  -0.181
19 N 2.1685 1.2541 -1.7678  0.164
20 C 2.5163 1.5954 -0.4901  -0.192
21 O 3.5958 2.0778 -0.2299  -0.634
22 C 1.4325 1.4085 0.5225  0.446
23 C 1.6861 0.7497 1.7208  -0.851
24 C 0.6522 0.5249 2.6138  -0.780
25 C -0.6098 0.9981 2.3140  0.082
26 C -0.8574 1.7250 1.1643  -0.429
27 C 0.1676 1.9318 0.2617  0.014
28 H -0.0124 2.4796 -0.6514  0.381
29 H -1.8559 2.0932 0.9877  0.579
30 S -1.9757 0.5892 3.3959  1.533
31 O -1.9439 -0.8165 3.6684  -0.725
32 O -3.1825 1.1311 2.8280  -0.777
33 N -1.5312 1.4009 4.8052  0.017
34 C -2.1290 0.8553 6.0044  -0.957
35 H -3.1749 1.1614 6.1202  0.323
36 H -2.0802 -0.2278 5.9253  0.353
37 H -1.5565 1.1871 6.8708  0.325
38 C -1.6834 2.8288 4.6545  -0.830
39 H -2.7362 3.1182 4.5595  0.326
40 H -1.1512 3.1349 3.7556  0.220
41 H -1.2453 3.3279 5.5179  0.365
42 H 0.8021 -0.0291 3.5257  0.488
43 H 2.6821 0.3901 1.9281  0.482
44 H 2.7709 1.6067 -2.5022  0.279
45 H 0.5722 0.2810 -5.8968  0.458
46 H -1.4050 -0.4849 -7.1748  0.377
47 H -3.4999 -1.0233 -5.9695  0.388
48 H -3.5700 -0.8824 -3.5174  0.338
49 H -2.5906 -0.3752 -1.5956  0.402
50 C -1.2949 -1.5757 0.0522  -0.680
51 H -0.5856 -1.6728 0.8696  0.214
52 C -1.6791 -2.9751 -0.4392  -1.463
53 H -0.7842 -3.5216 -0.7243  0.359
54 H -2.1746 -3.5166 0.3611  0.445
55 H -2.3477 -2.9278 -1.2977  0.294
56 H -2.1827 -1.0584 0.4272  0.567
57 H 5.4410 -0.9475 -1.7209  0.286
58 H 6.0690 -1.4314 -0.1385  0.428
59 H 5.0914 0.0379 -0.2996  0.225

Computed properties:
Kohn-Sham gap (eV): 7.7
Structure (SMILES): CCOC(=O)C1=C(CC)Nc2ccccc2N=C1NC(=O)c1ccc(S(=O)(=O)N(C)C)cc1

---

Formula: C23H26N6O3S
Source: the OMol25 dataset
Level of theory: the ωB97M-V functional and the def2-TZVPD basis

Last column: Mulliken charge in e.
Cartesian coordinates (Å):
1 C 3.7729 1.0884 2.5345  -1.144
2 N 2.7883 0.2249 1.9070  0.061
3 C 3.2952 -0.7999 1.1276  0.480
4 O 4.4859 -0.9613 1.0021  -0.641
5 N 2.3756 -1.6349 0.5187  0.226
6 C 1.0338 -1.4787 0.6728  0.740
7 N 0.2158 -2.3333 0.0681  -0.520
8 C -1.0905 -2.1645 0.2601  -0.549
9 N -1.6484 -1.1880 0.9749  -0.275
10 C -0.8454 -0.3312 1.5795  0.376
11 C 0.5525 -0.4389 1.4771  -0.371
12 C 1.4490 0.4795 2.1319  1.286
13 O 1.0650 1.4059 2.8267  -0.729
14 S -1.5127 0.9614 2.5282  -0.188
15 C -3.2800 0.8700 2.0579  -0.891
16 C -3.5353 0.8569 0.5627  0.845
17 O -4.2922 0.0333 0.0845  -0.735
18 N -2.9422 1.7940 -0.2093  0.255
19 C -2.1079 2.9022 0.1678  -1.693
20 H -2.1869 3.1145 1.2327  0.441
21 C -0.6293 2.6697 -0.1827  -0.023
22 N -0.3817 1.8030 -1.3285  0.106
23 C 0.9205 1.3586 -1.4950  0.851
24 C 1.9967 2.0247 -0.8915  -0.336
25 C 3.2984 1.6102 -1.0955  -0.561
26 C 3.5836 0.5179 -1.8946  -0.580
27 C 2.5323 -0.1517 -2.4942  -0.862
28 C 1.2255 0.2522 -2.2992  -0.380
29 H 0.4462 -0.3123 -2.7838  0.262
30 H 2.7273 -1.0045 -3.1288  0.467
31 H 4.6021 0.1967 -2.0435  0.421
32 H 4.1033 2.1578 -0.6267  0.503
33 H 1.8316 2.8866 -0.2667  0.263
34 C -1.4420 0.9886 -1.8951  -0.299
35 H -1.2858 0.9252 -2.9771  0.757
36 C -2.8298 1.5622 -1.6310  -1.626
37 H -3.5917 0.8458 -1.9394  0.491
38 H -2.9757 2.5059 -2.1631  0.406
39 H -1.4177 -0.0327 -1.4812  0.100
40 H -0.1857 3.6506 -0.3921  0.741
41 H -0.1236 2.2617 0.7012  -0.104
42 H -2.4805 3.7761 -0.3816  0.384
43 H -3.7109 -0.0416 2.4687  0.462
44 H -3.7386 1.7379 2.5324  0.467
45 C -1.9537 -3.1674 -0.3585  -0.085
46 C -3.1279 -3.7109 0.4293  -0.664
47 C -3.3753 -2.8441 -0.7481  -0.463
48 H -3.7268 -1.8419 -0.5624  0.071
49 H -3.7430 -3.2941 -1.6577  0.279
50 H -3.2924 -3.2862 1.4067  0.221
51 H -3.3155 -4.7716 0.3618  0.307
52 H -1.3967 -3.8641 -0.9710  0.569
53 C 2.8668 -2.7266 -0.2968  -1.201
54 H 2.7482 -3.6713 0.2349  0.304
55 H 3.9193 -2.5448 -0.5004  0.358
56 H 2.2914 -2.7630 -1.2184  0.420
57 H 4.4034 1.5397 1.7701  0.317
58 H 3.2332 1.8531 3.0880  0.362
59 H 4.4017 0.5041 3.2060  0.323

Computed properties:
Kohn-Sham gap (eV): 8.0
Structure (SMILES): Cn1c(=O)c2c(SCC(=O)N3CCN(c4ccccc4)CC3)nc(C3CC3)nc2n(C)c1=O